(1)
{"formula": "CH2LiOZn", "method": "ωB97M-V/def2-TZVPD", "e_homo_ev": [-13.08, -13.37], "total_charge": 1, "largest_force_ev_per_a": 6.73, "e_tot_ev": -51728.868, "gap_ev": [6.5, 6.7], "elements": ["Zn", "O", "C", "Li", "H", "H"], "xyz": [[-1.2283, -0.2589, 1.7222], [-0.1813, -0.8164, -0.0749], [0.0707, 0.4336, 0.4417], [0.0291, -0.9764, -1.8206], [0.1597, 1.0305, -0.9238], [1.1500, 0.5876, 0.6555]]}



(2)
{"formula": "C3H6N2", "method": "ωB97M-V/def2-TZVPD", "e_homo_ev": -9.95, "de_lowest_ev": 1.235, "total_charge": 0, "largest_force_ev_per_a": 5.09, "e_tot_ev": -6187.310, "gap_ev": 10.9, "smiles": "CNCC#N", "elements": ["N", "N", "C", "C", "C", "H", "H", "H", "H", "H", "H"], "xyz": [[-0.3466, -0.7602, 0.3772], [1.6131, 1.2036, -1.5601], [-1.3459, 0.1407, -0.1352], [1.0093, -0.2371, 0.5999], [1.5003, 0.6138, -0.5257], [-1.1247, 0.6346, -1.0872], [-1.5216, 0.9487, 0.5650], [-0.1182, -1.4689, -0.3600], [1.6138, -1.1095, 0.9538], [-2.2802, -0.4049, -0.2601], [1.0007, 0.4393, 1.4326]]}



(3)
{"formula": "CHFN2O2S", "method": "ωB97M-V/def2-TZVPD", "e_homo_ev": [-9.84, -9.83], "de_lowest_ev": 4.642, "total_charge": 0, "largest_force_ev_per_a": 2.53, "e_tot_ev": -21675.119, "gap_ev": [4.1, 4.1], "elements": ["S", "F", "O", "O", "N", "N", "C", "H"], "xyz": [[3.3936, -0.5624, -0.2683], [3.8749, 0.9473, -0.6751], [3.8798, -0.7571, 1.0688], [1.9154, -0.5865, -0.3623], [-1.3394, -2.5371, -0.5619], [-0.4434, -0.5966, 0.5221], [-0.8059, -1.6096, -0.1172], [0.5170, -0.6718, 0.9017]]}



(4)
{"formula": "C13H18N2Sc", "method": "ωB97M-V/def2-TZVPD", "e_homo_ev": -3.35, "de_lowest_ev": 2.147, "total_charge": -1, "largest_force_ev_per_a": 6.50, "e_tot_ev": -37453.104, "gap_ev": 6.4, "elements": ["Sc", "N", "N", "C", "C", "C", "C", "C", "C", "C", "C", "C", "C", "C", "C", "C", "H", "H", "H", "H", "H", "H", "H", "H", "H", "H", "H", "H", "H", "H", "H", "H", "H", "H"], "xyz": [[0.1443, 0.1456, 0.1850], [1.8276, 0.6887, 1.1433], [-0.8942, -1.1733, 1.6170], [1.5394, -1.3341, -1.1986], [0.4087, 2.0793, 0.8363], [0.0515, 0.0884, -2.2733], [-3.2242, -0.6316, 0.8971], [-0.6703, -1.0869, -1.8702], [-1.2447, -2.5004, 3.4373], [-0.2602, -1.9275, 2.5866], [1.1969, -2.0760, 2.7023], [-0.7610, 2.1035, -0.0562], [-2.5138, -2.0928, 2.9336], [-2.2569, -1.2860, 1.7920], [1.4202, -0.0657, -1.8631], [0.2506, -1.9630, -1.2063], [-3.0825, 0.4611, 0.8835], [-3.1297, -1.0018, -0.1363], [-4.2413, -0.8474, 1.2488], [0.0957, 2.2957, 1.8839], [-1.0287, -3.1102, 4.2977], [-0.5859, 2.6073, -1.0365], [-0.3537, 0.9075, -2.8620], [1.5325, -1.6966, 3.6798], [1.4756, -3.1404, 2.6448], [-1.7016, -1.3207, -2.1211], [2.4574, -1.7677, -0.8066], [1.7311, -1.5085, 1.9254], [-3.4918, -2.3185, 3.3194], [0.0248, -2.9602, -0.8390], [-1.7181, 2.3489, 0.4347], [2.2390, 0.6162, -2.0878], [2.3888, 1.1048, 1.9167], [1.1083, 2.8547, 0.4532]]}



(5)
{"formula": "C38H31F3N12O7STi", "method": "ωB97M-V/def2-TZVPD", "e_homo_ev": [-5.61, -5.63], "de_lowest_ev": 0.000, "total_charge": 0, "largest_force_ev_per_a": 0.48, "e_tot_ev": -114226.805, "gap_ev": [5.2, 5.3], "elements": ["Ti", "S", "F", "F", "F", "O", "O", "O", "O", "O", "O", "O", "N", "N", "N", "N", "N", "N", "N", "N", "N", "N", "N", "N", "C", "C", "C", "C", "C", "C", "C", "C", "C", "C", "C", "C", "C", "C", "C", "C", "C", "C", "C", "C", "C", "C", "C", "C", "C", "C", "C", "C", "C", "C", "C", "C", "C", "C", "C", "C", "C", "C", "H", "H", "H", "H", "H", "H", "H", "H", "H", "H", "H", "H", "H", "H", "H", "H", "H", "H", "H", "H", "H", "H", "H", "H", "H", "H", "H", "H", "H", "H", "H"], "xyz": [[-0.8603, 1.6054, -1.2058], [-3.8853, 0.9392, -2.5548], [-5.7659, -0.6335, -3.4989], [-4.5117, -1.5735, -2.0102], [-3.7618, -1.2600, -4.0117], [-1.9239, 2.8109, 0.3637], [-2.3290, 3.1801, -1.6804], [-3.2929, 4.4140, -0.1711], [-2.5430, 0.5369, -2.0654], [-4.7559, 1.3652, -1.4971], [-3.8552, 1.6749, -3.7829], [1.3463, -3.0316, 3.4725], [3.4517, 0.8809, -0.7119], [2.4989, -4.8767, 3.7740], [-2.5669, 3.5129, -0.4867], [0.2432, 3.5839, -1.3394], [-0.1018, -0.5795, -2.1170], [1.2680, 1.2189, -0.3306], [-1.6631, 0.1130, 0.4166], [3.1982, 0.8956, 0.6146], [-0.3333, 1.8048, -3.1398], [1.2221, -5.0560, 4.3155], [-2.6745, -0.6082, 2.1989], [-2.9196, -1.5437, 1.2555], [-4.5166, -0.7214, -3.0443], [3.5967, -2.9541, 2.6307], [-0.5395, 1.0047, -5.3862], [-1.9280, 0.3705, 1.6859], [2.2716, 1.0857, -1.2410], [-0.4750, 0.7744, -4.0304], [-2.8508, -3.9816, 5.5864], [-2.6136, -2.0389, 4.1778], [0.6960, 3.9729, 1.0658], [-0.6360, -1.7165, -4.1679], [0.6355, 4.4358, -0.3633], [4.7509, -3.6101, 2.2092], [1.8940, 1.0868, 0.8228], [-0.1697, 3.3209, -4.9896], [-2.3087, -1.0687, 0.2019], [5.5971, -1.5237, 1.3538], [0.1811, -1.7747, -1.5600], [0.6198, 5.3407, -2.9461], [5.7448, -2.8894, 1.5708], [-0.7796, -3.5747, 4.4607], [3.4559, -1.5898, 2.4194], [-0.4288, -0.5540, -3.4248], [-3.1833, -0.7907, 3.5449], [-0.4291, 2.3004, -5.8803], [0.9916, 6.2029, -1.9484], [0.5910, -3.9529, 4.1249], [-3.3827, -2.8289, 5.0201], [-1.3104, -2.4191, 3.9027], [-0.4394, -2.9352, -3.5640], [-1.5509, -4.3654, 5.3076], [0.0112, -2.9631, -2.2505], [4.4531, -0.8670, 1.7827], [-0.0936, 3.0547, -3.6275], [4.2609, 0.6134, 1.5678], [2.5230, -3.6831, 3.3006], [0.2628, 4.0274, -2.6180], [0.7688, -1.8345, -0.1760], [1.0088, 5.7355, -0.6371], [1.2653, 7.2243, -2.1765], [-1.1280, -5.2662, 5.7307], [-0.7088, -1.8322, 3.2208], [1.8522, -1.6870, -0.2374], [6.3759, -0.9698, 0.8441], [3.9963, 1.1084, 2.5029], [-2.3394, -1.5623, -0.7520], [-0.9673, -1.6557, -5.1928], [2.1093, 1.1464, -2.3037], [-0.0257, 4.3253, -5.3595], [2.5561, -1.0908, 2.7580], [1.2931, 6.3813, 0.1826], [-0.6616, 0.1775, -6.0699], [-4.2702, -0.8465, 3.4975], [0.5902, -2.8145, 0.2670], [1.4485, 1.1259, 1.8034], [0.3069, 4.7498, 1.7231], [6.6402, -3.3929, 1.2324], [-0.5061, 2.4983, -6.9394], [4.8514, -4.6730, 2.3814], [-4.4112, -2.5559, 5.2240], [-1.6465, 1.2564, 2.2309], [0.1106, 3.0754, 1.2233], [0.6044, 5.6679, -3.9739], [-3.4628, -4.5902, 6.2381], [0.3626, -1.0733, 0.4783], [-2.9126, 0.1020, 4.1110], [5.1656, 1.0752, 1.1788], [0.2283, -3.8984, -1.7531], [-0.6144, -3.8534, -4.1090], [1.7348, 3.7849, 1.3500]]}



(6)
{"formula": "C3H10NO", "method": "ωB97M-V/def2-TZVPD", "e_homo_ev": -15.47, "de_lowest_ev": 1.141, "total_charge": 1, "largest_force_ev_per_a": 0.45, "e_tot_ev": -6803.170, "gap_ev": 12.1, "elements": ["O", "N", "C", "C", "C", "H", "H", "H", "H", "H", "H", "H", "H", "H", "H"], "xyz": [[-1.5278, -0.1456, -0.0087], [1.0035, 0.8278, 0.0387], [1.5594, -1.3681, -0.8611], [1.9498, -0.2485, -0.2930], [-2.3759, 0.6251, 0.8746], [-2.4520, 0.1610, 1.8562], [-0.0036, 0.5029, -0.1076], [2.9730, -0.0400, -0.0165], [-1.9242, 1.6089, 1.0058], [1.0783, 1.0691, 1.0313], [-3.3614, 0.7262, 0.4317], [0.5479, -1.5779, -1.1834], [1.2056, 1.6817, -0.4827], [2.2904, -2.1345, -1.0758], [-1.4276, -1.0384, 0.3395]]}



(7)
{"formula": "C31H36LuN4O3S4", "method": "ωB97M-V/def2-TZVPD", "e_homo_ev": [-2.45, -1.62], "de_lowest_ev": 0.000, "total_charge": -1, "largest_force_ev_per_a": 6.35, "e_tot_ev": -121794.653, "gap_ev": [4.2, 3.4], "elements": ["Lu", "S", "S", "S", "S", "O", "O", "O", "N", "N", "N", "N", "C", "C", "C", "C", "C", "C", "C", "C", "C", "C", "C", "C", "C", "C", "C", "C", "C", "C", "C", "C", "C", "C", "C", "C", "C", "C", "C", "C", "C", "C", "C", "H", "H", "H", "H", "H", "H", "H", "H", "H", "H", "H", "H", "H", "H", "H", "H", "H", "H", "H", "H", "H", "H", "H", "H", "H", "H", "H", "H", "H", "H", "H", "H", "H", "H", "H", "H"], "xyz": [[-0.4142, 0.4112, 0.8004], [2.8701, -0.1659, 6.8535], [1.2846, 0.5182, 4.5347], [1.1507, -2.6733, -0.0025], [1.3784, -1.9825, 4.8281], [-2.2570, 1.0082, 1.7110], [0.8975, -1.1537, 0.0525], [1.0803, 1.7342, 1.3787], [-2.1626, -0.7554, -0.5615], [-0.0780, -0.9140, 2.5996], [-0.7714, 2.2591, -0.4452], [-1.6936, 0.8964, -4.4299], [-1.2215, -0.8874, -2.8969], [-6.3295, 0.1735, 1.7366], [-3.4676, -0.5076, -0.5312], [-5.5878, 0.1732, 2.9370], [2.7788, -4.3160, 1.3440], [-1.7564, -1.6783, -1.6978], [3.7744, -4.6377, 2.2688], [2.6222, -2.9742, 0.9860], [4.7283, -3.6536, 2.6890], [-5.5971, 0.1115, 0.5351], [5.6634, -4.1132, 3.7384], [-1.6140, 0.6688, -5.8989], [1.9704, -2.9930, -1.6032], [-3.4825, 0.5317, 1.7518], [-2.3076, -0.1032, -3.6033], [-0.3511, 3.4996, -0.2295], [3.6359, 4.0807, 0.2434], [-4.1641, 0.0665, 0.5789], [-4.1918, 0.3622, 2.9174], [2.8318, 5.2017, 0.0720], [-1.0510, 2.6501, -2.8083], [4.6241, -2.3753, 2.1978], [-1.7622, 2.3038, -4.0965], [3.1390, 2.8450, 0.6082], [1.4625, 5.0832, 0.1519], [1.8296, -0.6878, 5.7012], [0.9041, 3.8015, 0.2769], [-1.7381, 2.2111, -1.5420], [3.5297, -1.9908, 1.3992], [1.7227, 2.7413, 0.8270], [0.6905, -0.8659, 3.5654], [2.5247, -2.1048, -1.9709], [3.3075, 6.2102, -0.1091], [-0.0498, 2.2153, -2.9102], [-0.4128, -0.1988, -2.5743], [-6.1184, -0.0025, -0.3969], [-1.1644, -0.2633, -6.1977], [-6.0734, -0.0757, 3.8658], [-3.0535, -0.7117, -4.1390], [5.3266, -5.0775, 4.1314], [-2.6262, 2.8414, -1.2768], [-0.9192, 3.7342, -2.7930], [-1.1505, 1.5259, -6.3166], [0.8861, 5.9683, 0.1759], [-2.6558, 0.5866, -6.3000], [-0.5570, -1.8681, 2.4139], [-2.8089, 2.6479, -3.9965], [-4.0998, -0.6574, -1.4627], [3.7604, -5.6564, 2.7299], [5.3887, -1.6839, 2.5220], [-0.9228, 4.3611, -0.5656], [2.6674, -3.8272, -1.4963], [-1.3425, 2.8765, -4.9126], [3.5957, -1.0248, 0.8996], [3.7379, 1.9692, 0.8658], [-2.0997, 1.2062, -1.4962], [2.0882, -5.0936, 0.8816], [6.6747, -4.3004, 3.3098], [-0.9601, -2.3785, -1.3498], [-3.6486, 0.5130, 3.8460], [-0.6597, -1.5474, -3.5587], [-2.5871, -2.2190, -2.0819], [-2.8911, 0.3660, -2.7883], [5.6496, -3.2809, 4.5755], [-7.4183, 0.2556, 1.7579], [4.7194, 4.1620, 0.1733], [1.3225, -3.3714, -2.3935]]}



(8)
{"formula": "C25H35N3Pt", "method": "ωB97M-V/def2-TZVPD", "e_homo_ev": [-12.02, -14.49], "de_lowest_ev": 0.243, "total_charge": 2, "largest_force_ev_per_a": 4.63, "e_tot_ev": -34189.218, "s_squared": 6.076, "gap_ev": [6.1, 4.3], "multiplicity": 5, "elements": ["Pt", "N", "N", "N", "C", "C", "C", "C", "C", "C", "C", "C", "C", "C", "C", "C", "C", "C", "C", "C", "C", "C", "C", "C", "C", "C", "C", "C", "C", "H", "H", "H", "H", "H", "H", "H", "H", "H", "H", "H", "H", "H", "H", "H", "H", "H", "H", "H", "H", "H", "H", "H", "H", "H", "H", "H", "H", "H", "H", "H", "H", "H", "H", "H"], "xyz": [[0.8984, -0.1816, -0.5038], [-0.1286, -1.9042, -1.2024], [2.3886, -1.7001, -0.5275], [-1.0045, 0.7116, -0.1770], [2.8090, -4.0653, -0.5570], [0.7887, 0.7530, 4.2809], [3.2183, 1.3019, -2.1820], [1.9375, -2.9781, -0.7193], [4.6084, -2.5244, -0.2002], [-2.5479, 1.3837, 1.6562], [-1.3624, -4.2623, -2.0445], [-2.6369, 1.7629, 2.9957], [-3.8841, 2.3916, 3.5606], [-1.5298, 1.5903, 3.8270], [-1.3972, -1.8796, -1.6695], [-0.0805, -4.2863, -1.5138], [0.5514, -3.0880, -1.1328], [-1.3694, 0.7650, 1.1474], [-1.8283, 1.4806, -1.1779], [-0.4093, 0.8742, 3.3903], [-1.8146, 2.9639, -0.7952], [-1.2980, 1.3846, -2.6107], [-2.0273, -3.0380, -2.1175], [3.6991, -1.4808, -0.2939], [1.6937, 1.4564, -1.9942], [4.1540, -3.8412, -0.2876], [2.0934, 0.8498, 0.8090], [-0.4634, 0.2882, 2.1233], [-3.2861, 0.9342, -1.2080], [-1.8467, -5.1762, -2.3927], [-1.8822, -0.9078, -1.6602], [0.4807, -5.2091, -1.3977], [3.4658, 1.5157, -3.2255], [2.3999, -5.0681, -0.6627], [-2.1320, 1.5124, -3.3164], [-2.3424, 3.5435, -1.5633], [-3.4021, 1.5861, 1.0102], [-3.7429, 3.4622, 3.7699], [-1.5517, 1.9856, 4.8452], [-2.3037, 3.1684, 0.1623], [-0.7831, 3.3306, -0.7166], [4.8466, -4.6650, -0.1436], [-4.7370, 2.2881, 2.8780], [2.3355, 0.2137, 1.6655], [1.2458, 2.1297, -2.7282], [-3.0419, -2.9609, -2.4871], [-3.5686, 0.6227, -2.2225], [-4.1410, 1.9137, 4.5162], [-0.6060, 2.2000, -2.8307], [1.4968, 1.7010, 1.1640], [-0.8269, 0.4253, -2.8521], [0.2705, -0.4782, 1.8499], [0.8954, 1.6591, 4.8924], [3.7770, 2.0146, -1.5695], [0.7014, -0.0977, 4.9680], [-4.0005, 1.7191, -0.9206], [5.6539, -2.2722, -0.0219], [3.0161, 1.2132, 0.3511], [-3.4257, 0.0613, -0.5588], [3.6040, 0.3038, -1.9772], [4.0065, -0.4466, -0.1577], [1.1836, 0.4647, -2.2046], [1.4734, 1.9699, -1.0420], [1.7092, 0.6152, 3.7034]]}



(9)
{"formula": "C5H6O", "method": "ωB97M-V/def2-TZVPD", "e_homo_ev": [-8.05, -8.04], "de_lowest_ev": 6.227, "total_charge": 0, "largest_force_ev_per_a": 0.42, "e_tot_ev": -7323.058, "gap_ev": [7.7, 7.7], "elements": ["O", "C", "C", "C", "C", "C", "H", "H", "H", "H", "H", "H"], "xyz": [[-1.6599, 0.7439, 1.8055], [0.2211, -0.2254, -1.2580], [0.6158, -0.8536, -2.4261], [-0.6744, 0.0092, 1.0656], [-0.3207, 1.1185, 1.9766], [-0.5819, 0.2479, -0.3592], [-0.5418, -1.0041, 1.4524], [1.2527, -0.7098, -0.9834], [-0.0396, 2.0789, 1.5464], [0.1308, 0.8751, 2.9388], [1.5938, -0.6607, -2.8573], [0.0041, -1.6200, -2.9014]]}



(10)
{"formula": "C6H9ClN2O", "method": "ωB97M-V/def2-TZVPD", "e_homo_ev": [-7.85, -7.85], "de_lowest_ev": 1.768, "total_charge": 0, "largest_force_ev_per_a": 4.38, "e_tot_ev": -23915.283, "gap_ev": [8.1, 8.1], "elements": ["Cl", "O", "N", "N", "C", "C", "C", "C", "C", "C", "H", "H", "H", "H", "H", "H", "H", "H", "H"], "xyz": [[1.2201, 0.8501, -2.5520], [2.0260, -1.4605, -2.0157], [-0.1096, -1.1087, -1.2873], [1.9764, 0.0437, 0.1450], [-0.9504, -0.5130, -0.5086], [1.0261, 0.6310, 0.7058], [-2.3349, -0.9591, -0.3113], [1.0739, -0.6486, -1.6333], [-0.4842, 0.6690, 0.2795], [1.0948, 1.4171, 2.0393], [-1.1700, 0.7960, 1.0999], [2.1736, 1.9117, 2.0653], [1.7509, -2.4271, -1.8252], [-2.4575, -1.6953, 0.4517], [-2.6710, -1.6089, -1.2238], [-0.4867, 1.5628, -0.3905], [-3.0380, -0.1739, -0.0502], [1.1190, 0.6474, 2.8039], [0.2417, 2.0663, 2.2075]]}



(11)
{"formula": "CH4ClOP", "method": "ωB97M-V/def2-TZVPD", "e_homo_ev": [-7.58, -8.07], "de_lowest_ev": 4.586, "total_charge": 0, "largest_force_ev_per_a": 3.76, "e_tot_ev": -24957.305, "gap_ev": [6.8, 8.8], "elements": ["Cl", "P", "O", "C", "H", "H", "H", "H"], "xyz": [[-2.7118, -1.7041, 0.2063], [-2.2507, -0.1175, -0.8709], [1.3154, -0.0504, -0.1407], [0.4422, 0.6094, 0.5809], [1.3114, -1.0338, 0.0455], [-2.1200, -0.8049, -1.9947], [0.1543, 1.6375, 0.1431], [0.4810, 0.5182, 1.6264]]}



(12)
{"formula": "CH10O6", "method": "ωB97M-V/def2-TZVPD", "e_homo_ev": -11.01, "de_lowest_ev": 1.296, "total_charge": 0, "largest_force_ev_per_a": 1.46, "e_tot_ev": -13484.008, "gap_ev": 11.6, "smiles": "O=CO.O.O.O.O", "elements": ["O", "O", "O", "O", "O", "O", "C", "H", "H", "H", "H", "H", "H", "H", "H", "H", "H"], "xyz": [[-0.9486, -0.7128, -1.4491], [0.8250, -0.8059, 3.3292], [-1.1955, 1.7424, -4.3012], [-0.7775, -2.2665, 1.3776], [1.2281, 1.7327, -1.2417], [0.3706, 0.6626, 1.6378], [0.9674, -0.2693, 2.0654], [-1.8141, -0.3801, -1.7103], [1.8536, 1.0194, -1.1675], [1.5940, -0.9612, 1.4822], [-0.9652, 1.0083, -4.8844], [-0.3822, 0.0488, -1.6442], [-1.9106, 2.1512, -4.8048], [-1.3486, -1.9586, 0.6633], [-0.0808, -2.7621, 0.9370], [0.9200, 1.8185, -0.3299], [-0.1029, -1.1007, 3.3037]]}